Entry 1:
Computed, not measured: a 4-piece molecular cluster, C18H36BNO13 overall in a non-equilibrium geometry, with ωB97M-V/def2-TZVPD.

Results
Structure (SMILES): CCN(CC[C@@H](OC=O)B(C)O)C(C)=O.COC(=O)OC.COC(=O)OC.COC(=O)OC
Electronic energy in eV: -48028.4007
HOMO-LUMO gap in eV: 9.9
Strongest force on any atom in eV/A: 8.78

Structure (XYZ):
```
69
Properties=species:S:1:pos:R:3:lowdin_charge:R:1
C 0.34506 -0.84610 1.43367 -0.112
C -0.15390 -1.77397 0.17767 -0.244
N 0.94652 -2.50015 -0.56323 -0.138
C 1.99649 -1.56789 -1.12551 -0.182
C 3.03162 -2.25773 -2.20003 -0.117
C 4.40434 -1.34293 -2.46983 -0.189
O 5.54503 -2.18380 -2.96064 -0.111
C 6.05431 -3.00104 -1.84549 -0.149
O 6.91356 -2.61098 -0.90069 -0.028
B 4.09811 -0.23111 -3.68516 -0.300
C 2.59682 0.26249 -4.14282 -0.043
O 5.26101 0.37465 -4.36667 0.038
C 0.33109 -3.18094 -1.79770 -0.279
C 0.70458 -4.74797 -2.23299 -0.045
O -0.52292 -2.55049 -2.64379 -0.056
H 1.36027 -0.28763 1.27028 0.068
H 0.39973 -1.39407 2.46827 0.075
H -0.47776 0.00903 1.56367 0.091
H -0.85109 -2.62117 0.64795 0.138
H -0.85051 -1.11035 -0.49144 0.123
H 2.66743 -1.22600 -0.20042 0.134
H 1.45269 -0.60742 -1.51785 0.134
H 2.56335 -2.41266 -3.28396 0.120
H 3.28442 -3.33150 -1.78131 0.115
H 4.65162 -0.77567 -1.47542 0.158
H 5.60153 -4.10193 -1.75723 0.163
H 2.72725 0.94258 -5.10714 0.082
H 1.88668 -0.62775 -4.45758 0.084
H 2.03700 0.92790 -3.33612 0.091
H 5.00096 0.52281 -5.32510 0.109
H 1.56196 -5.20851 -1.54322 0.089
H 1.09903 -4.68946 -3.35565 0.095
H -0.25759 -5.41672 -2.24253 0.090
C -0.45350 1.59037 -9.22558 -0.052
O -0.14809 0.27377 -9.68094 -0.009
C 0.45299 -0.51269 -8.75260 -0.559
O 0.73609 -0.18581 -7.61073 0.100
O 0.68446 -1.72572 -9.31499 -0.009
C 1.31790 -2.66364 -8.44716 -0.052
H -0.93077 2.13021 -10.04809 0.094
H -1.15359 1.55542 -8.38467 0.099
H 0.46087 2.12459 -8.94789 0.098
H 0.68862 -2.86868 -7.57507 0.098
H 2.30308 -2.29951 -8.13829 0.096
H 1.45418 -3.59715 -9.00000 0.094
C -2.15661 -0.29337 5.39134 -0.046
O -2.03896 0.98624 6.01007 -0.010
C -1.65762 1.98033 5.16866 -0.549
O -1.42010 1.85956 3.97708 0.108
O -1.58634 3.13192 5.88284 -0.054
C -1.19351 4.27168 5.12080 -0.035
H -2.46643 -1.01121 6.15583 0.096
H -2.92037 -0.27440 4.60726 0.101
H -1.19212 -0.61650 4.98644 0.093
H -1.91880 4.47318 4.32586 0.104
H -0.19055 4.13108 4.70503 0.100
H -1.16975 5.13493 5.79152 0.097
C -2.74248 3.62512 8.59813 -0.044
O -3.95597 3.20970 9.22178 -0.007
C -5.07612 3.50156 8.51347 -0.557
O -5.11369 4.06764 7.43226 0.107
O -6.14706 3.05448 9.21667 -0.012
C -7.40417 3.29494 8.58743 -0.055
H -1.91255 3.34138 9.25115 0.101
H -2.61085 3.12091 7.63536 0.068
H -2.72554 4.71257 8.47268 0.101
H -7.45892 2.77752 7.62418 0.098
H -7.57361 4.36919 8.46150 0.098
H -8.18880 2.89690 9.23669 0.093
```


Entry 2:
Computed, not measured: a 9-piece molecular cluster, C51H128N8O17 overall in a non-equilibrium geometry, with ωB97M-V/def2-TZVPD.

Results
Structure (SMILES): COCCNCCOC.COCCNCCOC.COCCNCCOC.COCCNCCOC.COCCNCCOC.COCCNCCOC.COCCNCCOC.COCCNCCOC.CC(C)O
Electronic energy in eV: -101679.2982
Energy relative to the best compared isomer or geometry (same formula, charge and spin) in kJ/mol: 0.0
HOMO-LUMO gap in eV: 8.7
Strongest force on any atom in eV/A: 3.24

Structure (XYZ):
```
204
Properties=species:S:1:pos:R:3:lowdin_charge:R:1
C -1.55787 -1.20209 -0.22369 -0.024
C -0.75815 0.01709 -0.57015 -0.501
C -0.01989 -0.12008 -1.86181 -0.038
O -1.56888 1.17234 -0.59559 -0.066
H -2.03655 -1.12484 0.74874 0.063
H -0.83776 -2.00133 -0.09958 0.067
H -2.31393 -1.44834 -0.94390 0.068
H 0.03090 0.06250 0.18240 0.114
H 0.70119 0.69937 -2.03728 0.070
H -0.71753 -0.18512 -2.70285 0.064
H 0.59456 -1.02399 -1.86075 0.081
H -0.96786 1.92678 -0.37132 0.049
C -2.10835 -1.97654 -4.67201 -0.062
O -2.24510 -0.54122 -4.81440 -0.230
C -3.28675 0.05212 -4.07984 -0.241
C -3.73713 1.35472 -4.72391 -0.195
N -4.17497 1.24186 -6.09820 -0.055
C -5.37643 0.46691 -6.28561 -0.224
C -5.69768 0.35518 -7.75746 -0.243
O -4.67989 -0.36681 -8.42449 -0.188
C -4.95226 -0.56092 -9.78963 -0.119
H -1.70440 -2.15455 -3.68464 0.070
H -1.35475 -2.31951 -5.37336 0.081
H -3.10200 -2.44361 -4.83436 0.096
H -2.91507 0.27497 -3.05274 0.114
H -4.07709 -0.72339 -3.96924 0.103
H -2.93318 2.07759 -4.65304 0.111
H -4.59858 1.72651 -4.13746 0.125
H -3.44819 0.88044 -6.68889 0.102
H -6.23709 1.00717 -5.80335 0.137
H -5.36733 -0.52968 -5.84785 0.109
H -5.78915 1.36125 -8.21372 0.129
H -6.68617 -0.07436 -7.90578 0.116
H -4.10612 -1.10568 -10.21426 0.089
H -5.09519 0.39251 -10.30883 0.088
H -5.83932 -1.17615 -9.95173 0.084
C -2.52495 1.90305 2.80778 -0.104
O -3.24349 2.93098 3.45385 -0.157
C -2.52687 4.12988 3.42348 -0.229
C -3.30946 5.24638 4.15378 -0.236
N -3.51705 4.98384 5.52390 -0.053
C -4.15164 6.07791 6.16566 -0.235
C -4.54276 5.82816 7.63940 -0.224
O -3.34405 5.70274 8.39773 -0.199
C -3.63553 5.56370 9.75931 -0.130
H -2.53496 1.87592 1.70629 0.077
H -2.88991 0.87265 3.10117 0.096
H -1.50688 1.89308 3.20345 0.065
H -2.30362 4.53708 2.43452 0.110
H -1.58005 4.06148 3.97163 0.117
H -4.22306 5.38578 3.60834 0.108
H -2.79244 6.20102 3.95070 0.123
H -2.67832 4.73151 6.00352 0.117
H -5.13574 6.30271 5.72079 0.127
H -3.51578 6.99643 6.21310 0.130
H -5.16198 4.90910 7.68765 0.129
H -5.11517 6.68865 8.03451 0.122
H -4.18537 6.43719 10.13847 0.088
H -2.72364 5.44001 10.35961 0.092
H -4.23538 4.68090 9.86714 0.076
C -1.17767 -4.14125 2.00075 -0.070
O -0.18315 -3.14623 2.25256 -0.208
C -0.64718 -2.14353 3.17523 -0.202
C 0.38625 -1.07308 3.34359 -0.167
N 1.61931 -1.63801 4.01840 -0.033
C 2.67028 -0.71391 3.84655 -0.255
C 3.92717 -1.27484 4.44849 -0.225
O 4.20518 -2.51507 3.81730 -0.220
C 5.45238 -2.97562 4.28409 -0.110
H -0.64615 -4.95180 1.57044 0.082
H -1.98331 -3.79303 1.34021 0.070
H -1.56004 -4.46080 2.96637 0.077
H -0.76997 -2.66867 4.11346 0.119
H -1.58258 -1.71529 2.83796 0.100
H 0.04960 -0.21973 3.90290 0.105
H 0.76388 -0.67780 2.41120 0.094
H 1.84016 -2.51347 3.53566 0.103
H 2.42466 0.16023 4.42533 0.115
H 2.86642 -0.41187 2.78946 0.118
H 3.86089 -1.44400 5.50151 0.117
H 4.74787 -0.58181 4.27930 0.095
H 6.18108 -2.24880 3.85933 0.088
H 5.66893 -3.96210 3.85799 0.100
H 5.56424 -2.82604 5.35347 0.084
C -4.17002 4.83384 -0.02789 -0.144
O -2.84639 5.11482 -0.29956 -0.193
C -2.35850 4.25484 -1.33749 -0.198
C -0.84682 4.38777 -1.35533 -0.199
N -0.23836 3.68568 -0.26096 -0.076
C 1.18340 3.41623 -0.42705 -0.171
C 1.62080 2.78933 0.88987 -0.206
O 1.27795 3.65687 1.96636 -0.178
C 1.62214 3.01333 3.20208 -0.085
H -4.77365 4.96339 -0.93435 0.085
H -4.52809 5.56097 0.70882 0.090
H -4.31913 3.78314 0.31098 0.099
H -2.80129 4.55122 -2.29223 0.124
H -2.64074 3.21014 -1.14442 0.108
H -0.48942 5.43759 -1.39489 0.138
H -0.54715 3.92982 -2.28546 0.100
H -0.41962 4.20359 0.60817 0.125
H 1.79585 4.31948 -0.66498 0.141
H 1.28827 2.68342 -1.23391 0.096
H 2.65733 2.52990 0.89363 0.085
H 1.06754 1.85886 1.01124 0.108
H 0.96442 2.16964 3.35930 0.055
H 1.45873 3.66982 4.04453 0.086
H 2.66526 2.62075 3.19109 0.084
C -3.02258 -5.59141 5.40758 -0.148
O -3.62097 -5.91516 4.19595 -0.204
C -4.55652 -4.92331 3.68552 -0.207
C -4.90375 -5.20600 2.24299 -0.192
N -5.96865 -4.29985 1.75685 -0.046
C -5.74978 -2.83554 1.72426 -0.201
C -4.51505 -2.33386 1.02055 -0.277
O -4.27921 -2.85519 -0.24236 -0.190
C -4.95188 -2.19077 -1.27722 -0.122
H -2.24177 -6.35225 5.58971 0.093
H -3.73902 -5.71475 6.23130 0.086
H -2.52848 -4.58097 5.42428 0.090
H -4.17082 -3.90894 3.86610 0.109
H -5.47233 -4.98166 4.28323 0.128
H -5.33604 -6.19638 2.27391 0.119
H -4.02979 -5.19633 1.58867 0.109
H -6.21611 -4.57986 0.80626 0.107
H -5.57059 -2.38062 2.72056 0.119
H -6.61628 -2.31954 1.28987 0.116
H -3.64439 -2.70817 1.59445 0.091
H -4.48156 -1.22358 0.99182 0.136
H -6.02722 -2.30890 -1.29635 0.082
H -4.53500 -2.63844 -2.20722 0.096
H -4.82694 -1.12567 -1.40550 0.077
C 3.97726 0.68255 -1.42708 -0.104
O 4.33386 1.66038 -0.47701 -0.206
C 5.00835 1.00946 0.60056 -0.232
C 5.57093 2.05304 1.58244 -0.197
N 6.12906 1.37353 2.77439 -0.055
C 6.45889 2.36833 3.79051 -0.227
C 6.50720 1.81890 5.21425 -0.242
O 7.04164 2.72951 6.15558 -0.184
C 6.94733 2.20964 7.46644 -0.116
H 3.47952 1.21696 -2.23752 0.065
H 3.24050 -0.07647 -1.07023 0.082
H 4.84935 0.16164 -1.84413 0.095
H 5.85760 0.46562 0.07732 0.125
H 4.39733 0.22753 1.12840 0.114
H 4.70487 2.66435 1.91273 0.101
H 6.24508 2.77772 1.04524 0.137
H 6.98298 0.87169 2.53308 0.118
H 5.68828 3.13034 3.83288 0.104
H 7.34330 3.04476 3.50228 0.146
H 7.22838 0.97040 5.20436 0.126
H 5.54043 1.43831 5.51468 0.111
H 5.98326 2.40677 7.91629 0.083
H 7.67394 2.75670 8.08081 0.091
H 7.22048 1.16034 7.51061 0.083
C 2.17708 3.11971 -3.93185 -0.142
O 2.13252 1.75275 -4.10138 -0.209
C 0.97942 1.32411 -4.84859 -0.206
C 1.09942 -0.10241 -5.21114 -0.191
N 2.06214 -0.39937 -6.28383 -0.055
C 1.81245 0.13223 -7.57349 -0.253
C 2.86658 -0.38542 -8.52133 -0.178
O 4.19328 0.16327 -8.17977 -0.200
C 5.26309 -0.51624 -8.66595 -0.172
H 1.38612 3.49456 -3.24998 0.061
H 2.07479 3.71474 -4.86627 0.098
H 3.17434 3.29947 -3.47968 0.102
H 0.85741 1.95168 -5.75003 0.127
H 0.13866 1.38355 -4.14434 0.108
H 0.12972 -0.49719 -5.51934 0.101
H 1.42321 -0.70402 -4.35974 0.120
H 3.02409 -0.15314 -6.01989 0.122
H 1.68823 1.19564 -7.69301 0.106
H 0.86472 -0.32798 -7.94564 0.137
H 2.67872 -0.01074 -9.53961 0.122
H 2.85538 -1.48236 -8.56510 0.125
H 6.11897 0.16500 -8.57765 0.095
H 5.07442 -0.79895 -9.68348 0.071
H 5.48977 -1.48127 -8.15020 0.097
C 5.24866 -2.84858 0.74823 -0.129
O 4.24159 -3.60952 0.22015 -0.159
C 3.00599 -2.94786 0.27766 -0.244
C 1.99035 -3.67767 -0.49134 -0.240
N 2.31278 -3.70047 -1.85977 -0.061
C 1.49682 -4.41476 -2.81904 -0.193
C 1.90476 -5.85850 -2.87915 -0.235
O 3.29220 -5.95974 -3.18501 -0.180
C 3.83534 -7.12981 -2.57087 -0.106
H 6.10571 -3.51367 0.83768 0.093
H 4.96956 -2.44355 1.74329 0.074
H 5.52333 -2.02700 0.02596 0.095
H 3.08085 -1.92245 -0.08686 0.103
H 2.68695 -2.86964 1.32096 0.117
H 1.05727 -3.09874 -0.34223 0.110
H 1.96019 -4.70064 -0.02969 0.139
H 3.29487 -3.69715 -2.07179 0.115
H 1.56658 -3.84964 -3.77694 0.125
H 0.45870 -4.40493 -2.47518 0.119
H 1.41173 -6.33342 -3.69589 0.114
H 1.62089 -6.28073 -1.94473 0.107
H 3.24091 -8.00768 -2.83757 0.084
H 3.93805 -7.03720 -1.48946 0.087
H 4.82763 -7.33822 -2.97354 0.083
```


Going through the records in order, we get HOMO energy values of -9.566, -8.044 eV.